{
  "formula": "H2",
  "method": "ωB97M-V/def2-TZVPD",
  "e_homo_ha": -0.5006,
  "homo_lumo_gap_ha": 0.58016,
  "e_above_lowest_ev": 0.3279,
  "symbols": ["H", "H"],
  "coordinates": [[0.00, 0.00, 0.45], [0.00, 0.00, -0.45]]
}